This record from the Open Molecules 2025 dataset describes a cluster of 7 separate species, C53H73BrClINO22S in total in a non-equilibrium geometry. The level of theory is ωB97M-V/def2-TZVPD.

Values from the calculation:
Frontier orbital gap   0.236 Eh
HOMO energy   -0.1825 hartree
Charge   -1
Molar mass   1350.48 g mol⁻¹

XYZ file:
```
153
Properties=species:S:1:pos:R:3:mulliken_charge:R:1
C -0.75 2.80 -0.41 -0.99
C -1.91 2.12 -1.34 0.28
C -2.19 0.59 -0.91 -1.31
C -2.65 -0.34 -2.14 -0.16
C -1.70 -1.40 -2.81 0.70
C -0.21 -1.67 -2.30 -0.06
C 0.27 -3.20 -2.42 -0.52
C 0.81 -3.60 -3.90 -0.87
I -1.20 -4.65 -1.65 0.03
C -2.33 -2.18 -4.02 -0.34
C -3.80 -1.96 -4.52 -0.95
C -4.75 -0.92 -3.82 -0.66
C -4.13 -0.13 -2.63 0.96
S -5.20 1.12 -1.77 -0.22
C -6.39 1.60 -3.13 0.96
C -7.11 3.00 -3.16 0.55
C -6.83 4.06 -1.98 -0.68
C -7.27 3.47 -0.53 0.27
O -6.60 3.88 0.47 -0.62
C -8.52 2.49 -0.43 0.59
C -8.46 0.94 -0.36 0.06
C -9.71 0.00 -0.32 -0.39
C -11.10 0.69 -0.34 -0.42
C -11.18 2.24 -0.38 -0.39
C -9.94 3.16 -0.42 -0.39
C -8.11 3.38 -4.29 -0.87
C -8.41 2.34 -5.41 -0.06
Cl -9.62 2.76 -6.74 -0.25
C -7.70 0.95 -5.36 0.15
C -8.07 -0.11 -6.51 -1.21
C -7.01 -0.18 -7.70 0.64
O -6.29 0.78 -8.02 -0.51
Br -6.94 -1.93 -8.69 -0.18
C -6.68 0.55 -4.23 -0.58
N -6.13 -0.81 -4.32 1.01
C -7.02 -1.84 -3.70 0.23
O -7.70 -1.66 -2.64 -0.57
O -7.07 -3.07 -4.35 -0.77
H -0.37 2.02 0.35 0.23
H 0.08 3.28 -1.02 0.23
H -1.20 3.65 0.24 0.29
H -2.87 2.72 -1.13 -0.12
H -1.70 2.25 -2.47 0.42
H -3.03 0.61 -0.10 0.40
H -1.25 0.17 -0.39 0.25
H 0.50 -1.02 -2.93 0.13
H -0.03 -1.36 -1.21 0.12
H 1.19 -3.31 -1.73 0.48
H 0.78 -2.68 -4.61 0.21
H 1.88 -4.03 -3.88 0.26
H 0.11 -4.37 -4.40 0.29
H -1.73 -2.98 -4.58 -0.01
H -4.21 -2.57 -5.41 0.50
H -5.70 4.26 -1.91 0.27
H -7.36 5.07 -2.15 0.34
H -7.45 0.41 -0.34 0.03
H -9.54 -1.13 -0.29 0.32
H -12.03 0.03 -0.33 0.31
H -12.21 2.74 -0.37 0.29
H -9.99 4.31 -0.45 0.28
H -8.67 4.38 -4.34 0.22
H -9.15 0.08 -6.90 0.53
H -8.11 -1.16 -6.03 0.26
C -3.57 -0.63 -8.77 -0.03
C -3.48 -0.30 -10.25 -0.28
O -2.13 0.03 -10.61 -0.36
C -1.29 -1.00 -10.74 0.77
O -1.57 -2.17 -10.59 -0.56
O -0.07 -0.52 -11.04 -0.34
C 0.95 -1.51 -11.11 -0.64
H -3.16 0.19 -8.17 0.35
H -4.61 -0.80 -8.47 -0.67
H -2.99 -1.52 -8.52 0.35
H -4.09 0.57 -10.47 0.27
H -3.85 -1.12 -10.87 0.32
H 0.67 -2.32 -11.79 0.31
H 1.14 -1.91 -10.11 0.28
H 1.86 -1.04 -11.48 0.23
C 2.70 0.82 -7.32 -1.08
C 2.71 1.93 -6.28 -0.24
O 2.75 1.39 -4.96 -0.29
C 3.95 0.95 -4.54 0.64
O 4.97 0.97 -5.18 -0.57
O 3.80 0.45 -3.30 -0.18
C 4.98 -0.15 -2.77 -0.65
H 1.89 0.11 -7.12 0.25
H 2.58 1.23 -8.32 0.38
H 3.64 0.25 -7.29 0.33
H 1.78 2.50 -6.36 0.32
H 3.53 2.63 -6.44 0.31
H 5.83 0.54 -2.82 0.30
H 5.20 -1.07 -3.31 0.30
H 4.79 -0.39 -1.73 0.17
C 8.83 -4.59 -0.19 -1.09
C 8.79 -3.10 0.10 -0.19
O 7.44 -2.66 0.28 -0.29
C 6.89 -2.94 1.48 0.67
O 7.43 -3.53 2.39 -0.57
O 5.62 -2.49 1.47 -0.21
C 4.89 -2.82 2.65 -0.77
H 8.18 -4.84 -1.03 0.29
H 9.85 -4.91 -0.42 0.36
H 8.48 -5.17 0.66 0.30
H 9.18 -2.55 -0.76 0.29
H 9.40 -2.84 0.96 0.30
H 5.41 -2.50 3.55 0.33
H 4.69 -3.89 2.68 0.36
H 3.93 -2.29 2.61 0.22
C 3.20 1.60 7.18 -1.06
C 2.38 2.35 6.15 -0.14
O 3.16 2.64 4.98 -0.38
C 3.35 1.61 4.14 0.75
O 2.92 0.49 4.28 -0.55
O 4.12 2.04 3.12 -0.38
C 4.47 1.01 2.20 -0.54
H 4.12 2.15 7.40 0.27
H 2.64 1.46 8.10 0.32
H 3.50 0.62 6.81 0.40
H 2.06 3.31 6.56 0.20
H 1.47 1.80 5.88 0.31
H 3.59 0.49 1.83 0.26
H 5.17 0.32 2.68 0.27
H 4.98 1.48 1.35 0.27
C 5.06 3.48 14.09 -1.12
C 5.68 2.81 12.88 -0.19
O 4.74 2.75 11.80 -0.29
C 4.55 3.90 11.12 0.72
O 5.10 4.95 11.34 -0.56
O 3.63 3.68 10.17 -0.29
C 3.26 4.85 9.45 -0.56
H 4.13 2.98 14.37 0.29
H 5.75 3.44 14.94 0.37
H 4.82 4.52 13.89 0.30
H 5.94 1.78 13.12 0.29
H 6.60 3.31 12.56 0.31
H 4.14 5.35 9.03 0.33
H 2.70 5.53 10.09 0.33
H 2.61 4.54 8.62 0.05
C 5.04 -4.67 7.30 -1.03
C 3.92 -5.07 8.24 -0.20
O 4.16 -4.57 9.56 -0.36
C 3.91 -3.27 9.75 0.75
O 3.51 -2.50 8.91 -0.55
O 4.22 -2.96 11.02 -0.33
C 4.10 -1.57 11.32 -0.58
H 6.01 -4.99 7.70 0.30
H 4.90 -5.13 6.31 0.34
H 5.09 -3.59 7.17 0.28
H 3.88 -6.16 8.31 0.30
H 2.95 -4.73 7.87 0.31
H 3.11 -1.20 11.06 0.29
H 4.87 -1.01 10.81 0.27
H 4.23 -1.45 12.40 0.24
```

---

This record from the Open Molecules 2025 dataset describes a structure of composition C31H36ClO3PdSSeSi2 in a non-equilibrium geometry. The level of theory is ωB97M-V/def2-TZVPD.

Values from the calculation:
Frontier orbital gap (spin up / spin down)   0.218 / 0.218 Eh
HOMO energy (spin up / spin down)   -0.1587 / -0.1586 hartree
Charge   -1
Molar mass   765.70 g mol⁻¹

XYZ file:
```
76
Properties=species:S:1:pos:R:3:mulliken_charge:R:1
Pd 0.70 -0.56 -1.53 0.23
C 1.61 2.27 -3.68 -1.27
Si 0.30 1.44 -2.65 1.19
C -0.46 2.68 -1.49 -1.36
C -1.07 1.04 -3.90 0.03
C -1.66 2.08 -4.63 -0.49
C -2.66 1.82 -5.56 -0.69
C -3.09 0.51 -5.77 -0.75
C -2.51 -0.52 -5.04 -0.57
C -1.50 -0.27 -4.11 0.64
Si -0.69 -1.69 -3.16 1.15
C -2.01 -2.78 -2.42 -0.88
C 0.12 -2.71 -4.49 -1.31
H 1.23 3.25 -3.97 0.37
H 1.81 1.68 -4.58 0.35
H 2.55 2.39 -3.14 0.33
H -0.35 3.70 -1.87 0.41
H -0.02 2.63 -0.49 0.24
H -1.52 2.45 -1.39 0.38
H -1.35 3.11 -4.47 0.27
H -3.11 2.63 -6.13 0.39
H -3.87 0.30 -6.50 0.37
H -2.85 -1.54 -5.22 0.27
H -2.76 -3.01 -3.19 0.34
H -2.51 -2.29 -1.58 -0.04
H -1.56 -3.71 -2.07 0.28
H -0.57 -2.78 -5.34 0.53
H 0.35 -3.72 -4.13 0.28
H 1.06 -2.26 -4.82 0.27
C -3.30 -2.64 6.26 -0.85
C -4.52 -1.83 6.60 0.61
O -5.18 -2.03 7.59 -0.56
S -5.05 -0.49 5.54 -0.13
C -3.86 -0.44 4.22 -0.54
C -4.13 -1.08 3.02 -0.26
C -3.22 -1.02 1.98 -0.47
C -2.02 -0.31 2.11 0.38
C -1.77 0.34 3.33 -0.66
C -2.68 0.28 4.37 -0.12
C -1.08 -0.25 1.03 0.07
C -0.20 -0.25 0.20 -0.75
H -3.49 -3.67 6.55 0.32
H -2.46 -2.27 6.86 0.24
H -3.02 -2.58 5.21 0.29
H -5.05 -1.64 2.91 0.41
H -3.42 -1.52 1.04 0.44
H -0.84 0.89 3.44 0.61
H -2.49 0.79 5.30 0.44
Cl 4.75 -3.68 -1.43 -0.22
C 3.11 -3.96 -2.12 -0.67
C 2.22 -2.76 -1.87 0.89
O 2.27 -1.82 -2.73 -0.69
O 1.49 -2.74 -0.86 -0.67
H 2.70 -4.83 -1.63 0.35
H 3.24 -4.13 -3.19 0.29
C 3.19 3.11 4.70 -1.52
C 3.12 2.44 3.35 0.68
C 3.15 3.17 2.17 -1.13
C 3.11 2.56 0.92 0.71
C 3.13 3.42 -0.31 -1.25
C 3.06 1.16 0.84 0.47
Se 3.09 0.25 -0.85 -0.23
C 2.99 0.40 2.02 1.15
C 2.85 -1.10 1.99 -1.57
C 3.03 1.06 3.25 -1.03
H 3.05 4.19 4.60 0.34
H 4.17 2.94 5.17 0.31
H 2.43 2.73 5.38 0.33
H 3.21 4.26 2.23 0.22
H 3.23 4.48 -0.05 0.40
H 2.21 3.29 -0.89 -0.03
H 3.95 3.15 -0.98 0.30
H 1.88 -1.39 1.59 0.17
H 2.96 -1.52 2.99 0.37
H 3.60 -1.55 1.34 0.32
H 2.98 0.46 4.16 0.28
```

---

This record from the Open Molecules 2025 dataset describes a cluster of 2 separate species, C4H15N2O2 in total in a non-equilibrium geometry. The level of theory is ωB97M-V/def2-TZVPD.

Values from the calculation:
Frontier orbital gap   0.402 Eh
HOMO energy   -0.4982 hartree
Charge   +1
Molar mass   123.18 g mol⁻¹

XYZ file:
```
23
Properties=species:S:1:pos:R:3:mulliken_charge:R:1
C 0.37 2.25 -1.55 -0.75
O 1.53 1.87 -2.28 -0.52
C 0.22 1.12 -0.53 0.10
C -1.17 1.00 0.13 -0.82
C -1.17 -0.03 1.34 -0.65
N -0.71 -1.38 0.93 -0.56
N 0.51 -0.21 -1.21 -0.27
H -0.52 2.25 -2.21 0.36
H 0.36 3.26 -1.16 0.41
H 1.74 2.55 -2.94 0.33
H 1.00 1.16 0.23 0.36
H -1.95 0.61 -0.56 0.31
H -1.48 2.01 0.41 0.41
H -2.17 -0.08 1.78 0.37
H -0.50 0.27 2.15 0.40
H -1.56 -1.80 0.56 0.22
H -0.22 -1.88 1.66 0.21
H 0.35 -0.99 -0.50 0.36
H 1.52 -0.14 -1.33 0.40
H 0.03 -0.39 -2.09 0.34
H 1.01 -4.53 2.21 0.31
H 1.72 -3.33 2.82 0.32
O 1.07 -3.58 2.13 -0.66
```

---

This record from the Open Molecules 2025 dataset describes a cluster of 2 separate species, C4H12IN2 in total in a non-equilibrium geometry. The level of theory is ωB97M-V/def2-TZVPD.

Values from the calculation:
Frontier orbital gap (spin up / spin down)   0.303 / 0.303 Eh
HOMO energy (spin up / spin down)   -0.4576 / -0.4576 hartree
Charge   +1
Molar mass   215.06 g mol⁻¹

XYZ file:
```
19
Properties=species:S:1:pos:R:3:mulliken_charge:R:1
C 1.88 -1.83 0.42 -1.09
C -0.73 2.42 0.83 -0.70
C 1.20 -0.55 0.06 -0.19
C -1.20 0.40 -0.36 -0.18
N -1.04 0.55 -1.71 -0.33
N -0.27 -0.71 0.10 -0.35
I -3.26 -0.20 0.19 0.09
H 1.73 -2.05 1.49 0.35
H 1.37 -2.61 -0.18 0.30
H 2.97 -1.96 0.24 0.35
H -0.97 2.26 1.87 0.32
H -1.36 3.27 0.37 0.31
H 0.28 2.55 0.58 0.35
H 1.26 -0.18 -0.96 0.30
H 1.36 0.33 0.77 0.26
H -1.56 1.05 -2.30 0.21
H -0.45 -0.26 -2.12 0.19
H -0.64 -0.88 1.01 0.39
H -0.58 -1.59 -0.29 0.42
```